Entry 1:
The following is a DFT calculation (the ωB97M-V functional and the def2-TZVPD basis) of the ion C20H37N6 with charge +1 at a distorted geometry.

Structure (XYZ):
```
63
Properties=species:S:1:pos:R:3:forces:R:3:mulliken_charge:R:1
C 2.589 4.089 -1.164 0.23 -0.12 0.07 -1.1114
C 3.189 3.399 0.057 -0.22 0.17 0.01 -0.4266
C 2.158 3.132 1.164 0.19 -0.21 0.03 -0.7479
C 1.654 1.688 1.212 -0.08 0.30 -0.20 -0.9961
C 0.876 1.258 -0.044 0.32 0.26 0.11 0.3799
C 0.626 -0.221 0.006 0.21 -0.56 -0.15 -0.7140
N -0.555 -0.800 0.132 0.62 0.56 0.04 0.3746
N -0.358 -2.115 0.104 -0.88 -0.57 0.12 -1.1822
N 0.865 -2.370 -0.033 0.98 -0.89 -0.09 -0.4069
N 1.533 -1.217 -0.109 -1.49 1.10 0.10 0.6935
C 2.964 -1.184 -0.299 0.66 -0.09 -0.07 0.2304
C 3.692 -1.596 1.002 0.18 0.04 0.10 -0.8178
C 4.593 -2.773 0.617 -0.07 -0.07 0.00 -0.8050
C 3.857 -3.424 -0.549 0.15 0.04 -0.03 -0.5343
C 3.383 -2.220 -1.357 -0.05 -0.13 -0.06 -1.0742
N -0.309 2.054 -0.279 0.05 -0.35 -0.04 0.4502
C -1.029 1.835 -1.520 0.04 0.23 -0.20 -1.0113
C -2.514 1.510 -1.276 0.17 0.19 -0.45 -0.6728
N -2.647 0.724 -0.035 0.09 -0.12 -0.04 0.4278
C -3.936 -0.003 0.096 -0.39 -0.15 -0.03 0.0154
C -4.190 -0.923 -1.110 -0.25 -0.01 0.00 -0.9336
C -4.881 -2.149 -0.516 0.19 -0.01 0.02 -0.8622
C -4.108 -2.358 0.779 -0.15 0.03 -0.01 -0.5803
C -3.946 -0.937 1.327 0.05 -0.13 0.11 -0.7820
C -2.342 1.602 1.114 0.31 0.38 0.38 -0.8653
C -1.171 2.552 0.757 -0.15 0.06 0.15 -0.8582
H 3.346 4.218 -1.933 0.00 0.06 -0.14 0.3782
H 2.215 5.073 -0.890 -0.08 0.11 -0.01 0.3511
H 1.763 3.521 -1.585 -0.14 -0.04 -0.08 0.1389
H 3.666 2.463 -0.243 0.10 -0.07 0.02 0.2407
H 3.977 4.041 0.452 0.07 -0.08 0.00 0.3710
H 2.610 3.339 2.135 -0.08 0.05 0.03 0.4758
H 1.322 3.818 1.037 -0.06 0.09 0.09 0.3359
H 1.031 1.540 2.097 -0.01 -0.13 0.02 0.5141
H 2.514 1.026 1.320 -0.02 -0.07 0.04 0.3310
H 1.533 1.429 -0.909 0.01 -0.05 0.10 0.4178
H 3.216 -0.168 -0.612 -0.12 -0.09 0.05 0.2058
H 4.260 -0.769 1.426 -0.05 0.04 0.07 0.3943
H 2.958 -1.920 1.741 -0.01 0.07 -0.01 0.3419
H 5.565 -2.407 0.285 0.07 -0.02 0.01 0.3065
H 4.748 -3.453 1.451 0.09 0.00 0.05 0.3940
H 2.999 -3.990 -0.187 0.00 -0.05 -0.02 0.2573
H 4.495 -4.085 -1.131 -0.01 -0.08 -0.03 0.4219
H 4.208 -1.814 -1.942 0.02 0.03 -0.02 0.3713
H 2.565 -2.464 -2.034 0.02 0.10 -0.08 0.4202
H -0.561 1.019 -2.076 -0.02 0.03 0.01 0.4784
H -0.972 2.737 -2.145 -0.08 -0.15 -0.08 0.4727
H -2.903 0.944 -2.120 -0.05 0.02 0.10 0.5146
H -3.106 2.423 -1.175 -0.04 -0.09 0.03 0.3622
H -1.840 -0.027 -0.020 -0.44 0.39 0.01 0.1057
H -4.726 0.750 0.175 0.13 0.01 -0.01 0.7168
H -4.790 -0.448 -1.884 0.10 0.06 -0.09 0.4166
H -3.238 -1.241 -1.538 0.10 0.02 -0.09 0.3815
H -4.835 -3.008 -1.180 -0.08 -0.03 -0.06 0.4076
H -5.927 -1.929 -0.304 -0.09 -0.01 -0.01 0.3293
H -4.626 -3.009 1.479 0.05 -0.07 0.07 0.4045
H -3.130 -2.789 0.563 0.04 -0.06 0.00 0.1879
H -4.786 -0.683 1.972 0.03 0.06 0.04 0.4114
H -3.037 -0.860 1.918 0.02 0.09 0.12 0.2377
H -2.076 0.980 1.967 -0.07 -0.05 -0.10 0.4468
H -3.229 2.185 1.373 -0.04 -0.10 -0.03 0.4469
H -0.604 2.768 1.658 -0.06 0.07 0.01 0.4980
H -1.576 3.503 0.395 -0.01 -0.01 0.14 0.3239
```
Forces are in eV/Å.

## Properties
Electronic energy: -30275.0437 eV
SMILES string: CCCC[C@@H](c1nnnn1C1CCCC1)N1CC[NH+](C2CCCC2)CC1
Energy above the lowest of the compared OMol25 structures with the same formula, charge and spin: 35.7 kJ/mol
Net charge: +1
HOMO energy: -12.0 eV

=====

Entry 2:
The following is a DFT calculation (the ωB97M-V functional and the def2-TZVPD basis) of a structure of composition C20H38BBa2F4NO10 at a distorted geometry.

Structure (XYZ):
```
76
Properties=species:S:1:pos:R:3:forces:R:3:mulliken_charge:R:1
Ba 3.741 1.407 -0.033 -0.83 -0.22 0.95 1.8755
Ba -0.350 3.399 0.445 -0.23 0.17 0.24 1.7497
B -0.100 0.199 0.101 0.28 -1.08 -0.31 0.1840
F -0.805 0.952 1.060 0.09 0.41 0.33 -0.3716
F -0.551 -1.080 0.062 -0.01 -0.05 -0.11 -0.2826
F -0.214 0.860 -1.146 0.00 0.65 0.04 -0.3760
F 1.299 0.221 0.415 0.17 0.40 -0.04 -0.1600
C 2.247 3.361 4.194 0.68 -0.44 0.10 -0.8711
C 2.048 3.420 2.717 -1.25 0.58 -1.18 0.4125
O 1.596 4.481 2.223 -0.45 0.12 -0.08 -0.7852
O 2.197 2.421 1.921 0.96 -0.85 -0.40 -0.4476
H 3.149 3.943 4.399 -0.19 0.17 0.22 0.3530
H 2.405 2.362 4.595 -0.10 -0.10 -0.24 0.1582
H 1.388 3.813 4.681 0.10 0.18 0.03 0.3199
C -0.806 -4.560 -3.139 -0.23 0.31 -0.25 -0.6350
C -1.376 -4.567 -4.419 0.22 -0.66 0.14 -0.3977
C -2.096 -3.498 -4.916 0.08 0.65 0.46 -0.5827
C -2.125 -2.326 -4.141 -0.34 -1.04 -0.34 -0.0343
C -1.561 -2.304 -2.889 0.13 0.44 0.65 -0.1183
C -0.966 -3.441 -2.349 0.21 0.45 -0.26 -0.3967
N -2.902 -1.156 -4.593 0.33 -0.13 0.02 1.0532
O -2.912 -0.176 -3.867 0.04 0.24 0.13 -0.6457
O -3.476 -1.233 -5.649 -0.09 -0.05 -0.18 -0.5735
H -0.237 -5.388 -2.738 -0.20 -0.26 -0.23 0.4369
H -1.292 -5.460 -5.024 -0.02 0.00 -0.01 0.3839
H -2.626 -3.581 -5.852 0.08 0.19 -0.07 0.4810
H -1.576 -1.387 -2.316 -0.22 -0.05 0.05 0.4545
H -0.604 -3.411 -1.330 0.09 0.03 -0.02 0.4868
C 3.390 0.778 -3.640 -0.72 -0.88 -0.19 -0.9346
O 3.524 0.114 -2.363 0.11 1.31 -0.70 -0.1888
C 2.990 -1.206 -2.371 -0.14 -0.09 1.50 -0.2989
C 3.804 -1.872 -1.275 -0.47 -0.78 0.09 -0.6213
O 3.629 -1.178 -0.020 0.80 0.36 -1.00 -0.0125
C 3.770 -1.961 1.157 -0.85 0.92 1.33 -0.9640
H 3.805 1.781 -3.604 0.21 -0.07 0.08 0.3370
H 2.333 0.816 -3.923 -0.01 0.23 0.17 0.3230
H 3.858 0.145 -4.395 0.38 0.36 -0.04 0.3193
H 3.111 -1.691 -3.340 0.14 -0.03 0.05 0.5189
H 1.932 -1.159 -2.089 0.00 -0.10 -0.23 -0.0019
H 4.846 -1.819 -1.598 0.12 -0.32 0.30 0.2569
H 3.471 -2.892 -1.074 0.21 -0.13 -0.46 0.4761
H 3.805 -1.225 1.972 0.18 -0.04 -0.01 0.2856
H 4.671 -2.562 1.264 -0.08 -0.21 -0.60 0.3653
H 2.824 -2.464 1.365 0.29 -0.60 -0.30 0.3263
C -2.290 -2.339 2.939 0.91 0.27 0.23 -0.4701
O -1.672 -1.924 4.147 -0.15 -0.69 0.77 -0.4787
C -0.401 -1.347 3.937 -0.33 0.82 -0.62 0.3563
C 0.467 -1.266 5.183 -0.98 -0.68 0.69 -0.7108
O 0.799 0.073 5.450 -0.28 0.41 -0.09 -0.2111
C 1.380 0.259 6.720 0.83 -0.19 0.16 -0.8344
H -2.258 -1.508 2.223 -0.13 -0.16 -0.19 0.0316
H -3.317 -2.634 3.126 0.02 -0.01 0.20 0.3369
H -1.704 -3.185 2.560 -0.29 -0.01 -0.37 0.2915
H -0.655 -0.313 3.658 0.75 0.05 -0.37 -0.0124
H 0.128 -1.864 3.125 -0.10 0.09 -0.09 0.0828
H 1.356 -1.908 5.146 0.04 0.11 -0.18 0.3342
H -0.170 -1.657 5.992 0.19 0.01 0.06 0.3557
H 0.963 -0.376 7.506 -0.29 -0.04 -0.17 0.3752
H 1.284 1.296 7.035 -0.16 0.06 -0.21 0.2271
H 2.452 0.024 6.665 0.00 0.01 0.12 0.3185
C -3.732 1.589 0.602 0.34 0.75 -1.15 -0.6929
O -3.011 2.766 0.121 0.29 -0.11 0.21 -0.1516
C -3.722 3.549 -0.871 0.98 0.50 0.98 -0.8709
C -3.076 3.369 -2.224 -0.45 -0.81 -0.64 0.1617
O -1.822 4.057 -2.289 0.18 -0.45 0.64 -0.3343
C -1.043 3.689 -3.463 -0.69 0.47 1.34 -0.6092
H -3.830 0.892 -0.234 -0.05 -0.11 0.12 0.3090
H -4.719 1.932 0.905 0.05 -0.30 0.45 0.4436
H -3.102 1.159 1.368 -0.36 -0.07 0.29 0.0185
H -3.568 4.580 -0.533 -0.15 0.12 -0.27 0.2758
H -4.786 3.358 -0.745 -0.05 -0.20 -0.69 0.4798
H -3.737 3.676 -3.040 0.01 0.35 0.10 0.4396
H -2.890 2.303 -2.407 -0.07 -0.06 0.14 -0.1062
H -0.977 2.602 -3.530 -0.01 0.02 -0.21 0.2736
H -0.077 4.133 -3.225 0.13 -0.01 -0.64 0.1984
H -1.530 4.142 -4.325 0.34 -0.14 -0.25 0.3153
```
Forces are in eV/Å.

## Properties
Electronic energy: -56247.2307 eV
Energy above the lowest of the compared OMol25 structures with the same formula, charge and spin: 0.0 kJ/mol
Net charge: +2
HOMO energy: -13.3 eV

=====

Entry 3:
The following is a DFT calculation (the ωB97M-V functional and the def2-TZVPD basis) of a structure of composition C20H38BBr2CaCl4CsN4O15PS at a distorted geometry.

Structure (XYZ):
```
88
Properties=species:S:1:pos:R:3:forces:R:3:mulliken_charge:R:1
O 2.206 4.484 0.410 -2.81 -2.01 -0.18 -0.5439
P 0.884 3.935 0.899 3.84 2.28 2.22 0.4126
O 0.980 2.806 2.121 -0.53 2.09 -2.71 0.0478
C 2.166 1.994 2.041 1.42 -3.10 -2.16 -1.1951
C 1.934 0.842 0.834 0.87 1.71 -1.95 1.1135
C 2.400 1.334 -0.655 0.37 -1.93 3.70 -0.6973
O 3.169 0.297 0.219 -3.26 1.85 -0.43 -0.4397
O -0.034 5.274 1.439 -0.70 -4.80 -0.60 0.0893
N 0.756 6.403 1.185 -0.10 4.06 -1.07 -0.6657
C 0.048 7.495 1.237 -0.87 0.78 -0.08 0.3738
S -0.762 8.925 1.150 1.71 -3.09 0.03 -0.0656
O 0.002 3.394 -0.505 -1.31 0.03 2.37 -0.3298
B -1.259 2.784 -0.102 -2.20 -1.23 0.39 0.7381
O -2.480 3.427 -0.501 2.75 -0.67 -0.85 -0.4722
O -1.343 1.566 0.625 0.59 1.59 -2.41 -0.3117
H 2.396 1.418 2.975 -0.88 1.24 -0.54 0.5962
H 3.100 2.542 1.743 -1.14 -0.18 0.28 0.3470
H 0.955 0.152 0.908 2.49 1.42 -0.02 0.0757
H 1.870 0.877 -1.532 0.84 0.58 0.80 0.0532
H 2.982 2.300 -0.711 -0.95 -1.26 -0.16 0.4455
H -2.981 2.782 -1.045 -0.27 0.44 0.77 0.3081
H -1.146 0.856 -0.019 0.10 0.08 0.79 0.1812
O 0.436 2.470 4.945 0.24 -0.39 -0.07 -0.9059
H 0.490 2.513 3.988 -0.34 0.13 0.19 0.1793
Cl 1.106 -0.402 3.850 -0.33 -0.57 0.10 0.2798
C 1.413 -1.962 4.647 -0.30 1.27 1.80 -1.2628
C 2.900 -2.262 4.772 -0.29 -0.20 0.49 -0.4660
Cl 3.663 -2.577 3.190 4.20 1.96 0.74 -0.3184
H 0.894 -2.738 4.079 -1.02 3.39 4.75 0.6546
H 0.961 -1.905 5.638 0.18 0.06 0.01 0.3064
H 3.048 -3.159 5.379 0.13 0.04 -0.06 0.4221
H 3.435 -1.440 5.245 -0.08 -0.02 -0.18 0.4151
C -6.395 0.204 -5.404 0.29 -0.13 -0.19 -1.1088
C -5.911 1.397 -4.604 -0.84 -0.11 -0.20 -0.1885
O -4.511 1.281 -4.291 0.51 0.21 0.11 -0.2938
C -3.671 1.558 -5.293 -0.56 -0.21 -0.09 0.6157
O -3.974 1.896 -6.403 0.23 0.04 0.22 -0.5197
O -2.415 1.367 -4.849 0.11 0.09 0.26 -0.2325
C -1.414 1.530 -5.857 0.32 0.02 -0.26 -0.7168
H -6.156 -0.728 -4.886 -0.14 0.07 0.09 0.2789
H -7.473 0.258 -5.560 0.06 0.02 0.06 0.3682
H -5.910 0.159 -6.381 -0.10 0.12 0.03 0.3219
H -6.439 1.433 -3.650 0.33 0.01 0.07 0.2906
H -6.111 2.338 -5.121 0.23 -0.10 -0.05 0.3197
H -1.508 2.494 -6.358 -0.13 -0.15 -0.07 0.3633
H -1.477 0.715 -6.579 -0.06 0.19 -0.07 0.3063
H -0.439 1.488 -5.370 -0.17 -0.06 0.18 0.1947
C 6.443 0.621 -1.883 -0.40 0.05 -0.60 -0.6569
C 5.589 0.725 -3.101 -0.36 0.04 -0.51 0.3964
N 4.917 0.803 -4.045 0.77 -0.11 1.40 -0.4699
H 6.774 1.612 -1.572 -0.05 -0.05 -0.08 0.2649
H 5.873 0.165 -1.074 0.01 0.01 -0.05 0.1698
H 7.318 0.005 -2.092 -0.09 0.03 -0.03 0.3224
C -1.781 -6.268 -0.537 0.21 0.03 -0.29 -1.2680
C -1.729 -4.930 0.178 -0.43 -0.31 0.21 -0.0967
N -0.927 -3.930 -0.550 -0.01 0.14 -0.18 0.3834
C -0.020 -3.060 0.020 -0.50 -0.06 -0.59 -0.8308
C 0.493 -2.303 -0.987 -0.13 -0.03 -0.15 -0.6772
N -0.120 -2.720 -2.147 -0.21 -0.04 0.13 0.1854
C -0.991 -3.691 -1.861 0.45 0.09 0.40 -0.2557
C 0.128 -2.198 -3.490 -0.09 -0.03 -0.32 -0.8963
H -0.774 -6.659 -0.702 -0.06 -0.03 0.06 0.3546
H -2.342 -6.992 0.054 0.02 0.12 -0.01 0.3914
H -2.270 -6.180 -1.509 -0.06 -0.07 0.08 0.3696
H -1.290 -5.066 1.172 0.02 0.24 -0.19 0.1785
H -2.734 -4.522 0.307 0.11 0.02 0.08 0.2656
H 0.148 -3.093 1.082 -0.95 0.61 -1.65 0.4342
H 1.223 -1.511 -1.021 0.14 -0.08 0.24 0.7199
H -1.625 -4.194 -2.575 0.09 0.00 0.07 0.4041
H -0.803 -1.803 -3.897 0.09 0.01 0.00 0.4159
H 0.493 -3.007 -4.123 0.03 0.12 0.01 0.3531
H 0.873 -1.406 -3.452 -0.03 -0.13 0.11 0.2892
Cl -1.904 11.129 0.583 0.01 -0.05 -0.11 -0.6664
Ca -0.271 5.350 -1.726 0.23 0.63 1.35 1.3819
O 8.026 -5.406 3.689 -0.42 0.25 -0.10 -0.6481
Cl 6.963 -4.505 3.316 0.82 -0.10 0.16 1.6246
O 6.246 -4.075 4.503 -0.25 0.07 0.00 -0.6494
O 6.039 -5.185 2.429 -0.45 -0.01 -0.17 -0.6576
O 7.512 -3.351 2.639 -0.27 -0.05 0.05 -0.6391
Br -3.440 -1.265 4.854 0.08 -0.20 -0.09 -0.1895
C -3.191 0.432 5.776 0.01 0.07 0.18 -0.5747
C -3.732 1.576 4.961 0.17 0.32 -0.08 -0.6492
Br -2.542 2.017 3.482 -0.25 -0.15 -0.05 -0.0548
H -2.126 0.518 5.987 -0.08 0.15 -0.13 0.3512
H -3.738 0.338 6.714 -0.02 -0.02 -0.11 0.3679
H -3.789 2.480 5.568 0.08 -0.10 0.01 0.3537
H -4.708 1.376 4.522 0.10 -0.08 0.12 0.3686
Cs 1.402 -3.646 2.670 -0.78 -6.89 -5.20 1.1694
```
Forces are in eV/Å.

## Properties
Electronic energy: -287964.2923 eV
Net charge: +1
HOMO energy: -8.1 eV